(1)
{"formula": "C3H3CaClO9", "method": "the ωB97M-V functional and the def2-TZVPD basis", "gap_ev": 5.92, "e_lumo_ev": 5.7, "spin_multiplicity": 1, "e_homo_ev": -0.218, "charge": -2, "elements": ["Ca", "Cl", "O", "C", "O", "O", "H", "O", "C", "O", "O", "H", "O", "C", "O", "O", "H"], "xyz": [[17.553, 11.635, -6.675], [18.046, 12.894, -5.039], [17.905, 9.132, -4.439], [17.777, 9.868, -5.480], [18.633, 10.327, -6.226], [16.658, 10.384, -5.727], [16.957, 9.233, -4.331], [14.476, 11.166, -8.118], [15.693, 11.465, -7.699], [15.948, 12.249, -6.765], [16.725, 11.041, -8.249], [13.961, 11.519, -7.388], [19.183, 12.977, -9.434], [18.676, 12.461, -8.276], [19.036, 11.355, -7.850], [17.964, 13.193, -7.568], [19.464, 12.290, -10.043]], "forces_ev_per_angstrom": [[7.40, 3.47, 2.35], [2.20, 5.11, 7.93], [0.51, -2.13, 2.22], [0.93, 2.73, -3.42], [8.62, -12.41, 6.03], [-7.11, -8.99, 6.90], [-1.32, -0.81, 1.84], [-1.62, -0.72, -0.18], [2.72, 1.87, -0.66], [-16.62, 5.12, -0.77], [-5.20, -4.04, -7.88], [-0.57, 0.22, 0.15], [-0.10, 1.10, -1.55], [1.88, 1.23, 0.64], [5.80, 1.04, -7.38], [2.42, 7.71, -6.72], [0.07, -0.50, 0.49]], "lowdin_charge": [0.8342, -0.0140, 0.1633, -0.8729, -0.1682, -0.1844, 0.1039, 0.1299, -0.7963, -0.2228, -0.0810, 0.1050, 0.0750, -0.8108, -0.1227, -0.2220, 0.0838]}

(2)
{"formula": "C2H6N3O3", "method": "the ωB97M-V functional and the def2-TZVPD basis", "gap_ev": 8.59, "e_lumo_ev": 4.1, "de_lowest_ev": 0.729, "spin_multiplicity": 1, "e_homo_ev": -4.518, "charge": -1, "elements": ["N", "C", "O", "O", "H", "H", "N", "C", "N", "O", "H", "H", "H", "H"], "xyz": [[1.643, 1.460, -1.003], [0.228, 1.408, -0.891], [-0.290, 2.195, -0.095], [-0.327, 0.507, -1.625], [2.095, 2.102, -0.353], [2.102, 0.564, -1.072], [-0.628, -1.829, -0.358], [-0.265, -1.394, 0.929], [-1.290, -0.741, 1.595], [0.832, -1.551, 1.435], [-0.016, -2.567, -0.668], [-0.622, -0.998, -1.011], [-2.103, -0.436, 1.079], [-1.033, -0.192, 2.443]], "forces_ev_per_angstrom": [[0.65, 0.44, -0.08], [-0.01, -1.23, -0.33], [-0.49, 0.42, -0.03], [0.30, 0.97, 0.50], [-0.41, -0.48, -0.10], [-0.16, 0.07, -0.11], [-0.44, 0.11, 0.40], [-0.43, 0.60, -0.38], [0.50, 0.33, 1.02], [0.00, -0.47, 0.35], [0.38, 0.22, -0.01], [-0.05, -0.25, 0.32], [0.35, -0.03, -0.05], [-0.20, -0.70, -1.49]], "lowdin_charge": [0.0804, -0.8237, -0.0736, -0.1487, 0.0639, 0.0605, 0.0883, -0.6753, 0.1285, -0.0072, 0.0661, 0.0387, 0.0883, 0.1137]}

(3)
{"formula": "C5H8N2S", "method": "the ωB97M-V functional and the def2-TZVPD basis", "gap_ev": 9.54, "e_lumo_ev": 0.9, "de_lowest_ev": 4.221, "spin_multiplicity": 1, "e_homo_ev": -8.588, "elements": ["S", "N", "C", "C", "N", "C", "C", "C", "H", "H", "H", "H", "H", "H", "H", "H"], "xyz": [[3.093, -0.780, 0.754], [1.515, -0.952, 1.219], [0.505, -0.418, 0.575], [-0.979, -0.665, 0.728], [-1.669, 0.228, -0.273], [-0.630, -0.061, -1.449], [0.357, 0.604, -0.665], [-0.854, 1.393, -0.009], [3.422, -1.699, 1.566], [-1.150, -0.466, 1.688], [-1.168, -1.791, 0.654], [-0.611, -1.096, -1.803], [-1.053, 0.472, -2.294], [1.176, 1.159, -0.951], [-1.071, 2.266, -0.779], [-0.884, 1.807, 1.039]], "forces_ev_per_angstrom": [[0.13, 1.68, -1.45], [-4.48, 0.98, -1.33], [2.59, 0.23, -1.39], [0.63, -3.28, -2.10], [1.36, -2.64, 0.03], [-4.30, -0.81, -1.77], [1.03, -0.01, 5.25], [0.66, 3.44, -1.95], [1.09, -1.45, 1.26], [-1.66, 1.24, 3.95], [-0.10, 1.52, -0.48], [0.50, -0.06, 0.59], [0.28, 0.57, -0.15], [1.96, 0.72, -1.07], [-0.01, -1.57, 1.64], [0.32, -0.56, -1.05]], "lowdin_charge": [0.7322, -0.3773, -0.3047, -0.1657, -0.0423, -0.1289, -0.1982, -0.1682, -0.1903, 0.0659, 0.1533, 0.1261, 0.1131, 0.0999, 0.1492, 0.1359]}